This record from the OMol25 dataset describes the molecule C4H6N2O at a distorted geometry. The level of theory is ωB97M-V/def2-TZVPD.

Structure (XYZ):
```
13
Properties=species:S:1:pos:R:3
N -1.84645 0.62788 -0.11470
C -0.45940 0.34862 0.02169
C 0.00766 -0.91768 0.03773
O -0.71979 -2.03524 0.20433
N 1.36078 -0.86564 -0.12232
C 1.75957 0.45607 -0.12794
C 0.63252 1.27803 0.03270
H -1.94859 0.82423 -1.10677
H -2.10559 1.49470 0.34360
H -1.61705 -1.65414 0.27802
H 1.94390 -1.68596 -0.18764
H 2.80497 0.66617 -0.33962
H 0.18745 1.46295 1.08092
```

E_tot: -9269.866 eV
ΔE to the lowest compared entry with this formula, charge and spin: 83.8 kcal per mole
HOMO energy: -7.71 eV
SMILES: Nc1cc[nH]c1O


This record from the OMol25 dataset describes a structure of composition C3H4FNS at a distorted geometry. The level of theory is ωB97M-V/def2-TZVPD.

Structure (XYZ):
```
10
Properties=species:S:1:pos:R:3
C 0.13159 1.36188 -0.02042
C -1.05978 0.97448 -0.38311
C 0.12019 -1.24190 0.41273
N 1.10751 -0.23440 0.43649
F 1.94484 -0.35048 -0.68288
S -1.51806 -0.69965 -0.31590
H 0.76307 2.21723 0.01732
H -1.84888 1.61717 -0.73751
H 0.44246 -2.10600 -0.16907
H -0.08294 -1.53832 1.44235
```

E_tot: -18214.275 eV
ΔE to the lowest compared entry with this formula, charge and spin: 85.9 kcal per mole
HOMO energy: -8.83 eV


This record from the OMol25 dataset describes a cluster of 2 separate species, C2H10NO in total. The level of theory is ωB97M-V/def2-TZVPD.

Structure (XYZ):
```
14
Properties=species:S:1:pos:R:3
N 1.78327 1.51834 -0.78643
H 2.66710 1.88485 -0.43209
H 1.30074 0.71072 -0.13157
H 1.13625 2.30445 -0.89563
H 1.92750 1.15183 -1.73110
C -0.48528 -1.22705 0.25318
O 0.41687 -0.13012 0.57134
C -1.93665 -0.79041 0.33822
H -0.21918 -1.47118 -0.75821
H -0.23972 -2.00977 0.96038
H 0.49191 -0.00013 1.52859
H -1.94446 0.29143 0.43687
H -2.48679 -1.00750 -0.57277
H -2.41154 -1.22546 1.21922
```

E_tot: -5767.112 eV
ΔE to the lowest compared entry with this formula, charge and spin: 13.2 kcal per mole
Charge: +1
HOMO energy: -15.61 eV


This record from the OMol25 dataset describes a structure of composition C32H35GeN4O2PtSi. The level of theory is ωB97M-V/def2-TZVPD.

Structure (XYZ):
```
76
Properties=species:S:1:pos:R:3
Pt -0.13244 -0.17857 0.05527
C 0.72026 -3.63705 0.89603
C 0.60669 -2.60264 1.96025
C 0.71435 -2.90120 3.34131
C 0.56555 -1.90804 4.29389
C 0.33423 -0.59357 3.91233
C 0.28365 -0.32820 2.53494
N 0.40112 -1.35171 1.62211
N 0.06787 0.79937 1.84237
Si -0.19163 2.51328 2.50811
C 0.76734 2.62168 4.10293
C 0.46568 3.69372 1.26788
C -2.02746 2.58747 2.72593
H 0.60914 -4.63673 1.30812
H 1.70790 -3.56236 0.43414
H -0.03305 -3.47559 0.12396
H 0.89151 -3.92592 3.63665
H 0.61972 -2.16000 5.34440
H 0.18945 0.19378 4.63415
H 1.72421 2.09656 4.06253
H 0.20804 2.27913 4.97463
H 0.99728 3.67598 4.27593
H 1.54512 3.61575 1.15666
H 0.24344 4.70334 1.62581
H -0.01898 3.56945 0.30208
H -2.39127 1.87742 3.47020
H -2.53416 2.40352 1.77691
H -2.30752 3.59138 3.05431
C 3.54469 4.26193 -1.85864
C 4.32170 3.41599 -1.08080
C 3.88227 2.12893 -0.80576
C 2.66143 1.67845 -1.31913
C 1.90026 2.53181 -2.12173
C 2.33408 3.82060 -2.37939
Ge 2.26632 -0.18749 -1.17166
C 1.93094 -1.09856 -2.81684
C 2.17805 -0.41186 -4.00876
C 2.05372 -1.06863 -5.22576
C 1.68232 -2.40390 -5.25725
C 1.43354 -3.09302 -4.07478
C 1.55612 -2.44476 -2.85905
C 3.26495 -1.13183 0.16577
C 3.86429 -2.35276 -0.14893
C 4.62518 -3.02079 0.80268
C 4.78709 -2.47657 2.06818
C 4.20316 -1.25393 2.38687
C 3.44933 -0.58307 1.43899
H 3.88849 5.26524 -2.07247
H 5.27513 3.75346 -0.69660
H 4.51148 1.46922 -0.22133
H 0.96945 2.18554 -2.55547
H 1.73696 4.48014 -2.99495
H 2.49077 0.62474 -3.99461
H 2.25769 -0.53819 -6.14613
H 1.59120 -2.91569 -6.20613
H 1.14733 -4.13584 -4.10495
H 1.34185 -2.98576 -1.94506
H 3.75704 -2.77928 -1.13936
H 5.09964 -3.95985 0.55065
H 5.38647 -2.99462 2.80522
H 4.35478 -0.82061 3.36738
H 3.01056 0.37894 1.68487
C -2.91670 3.40469 -3.27467
N -2.35732 2.10311 -2.88803
C -2.61752 0.98351 -3.60133
C -2.15103 -0.24937 -3.25930
C -1.36056 -0.27494 -2.10316
O -0.79017 -1.28876 -1.52844
N -1.08384 0.84507 -1.41144
C -1.59097 2.08484 -1.71413
O -1.40023 3.08069 -1.05766
H -3.37833 3.30672 -4.25246
H -2.12163 4.14403 -3.31054
H -3.65642 3.72243 -2.54343
H -3.23432 1.12602 -4.47854
H -2.37291 -1.13660 -3.82853
```

E_tot: -111436.104 eV
ΔE to the lowest compared entry with this formula, charge and spin: 6.3 kcal per mole
Charge: +2
HOMO energy (spin up / spin down): -14.35 / -14.34 eV
Multiplicity: 2


This record from the OMol25 dataset describes the molecule C6H9N at a distorted geometry. The level of theory is ωB97M-V/def2-TZVPD.

Structure (XYZ):
```
16
Properties=species:S:1:pos:R:3
C 1.27349 1.33346 0.27766
C 0.73573 -0.02319 -0.18461
C -0.44511 -0.53964 0.68236
C -1.75332 -0.06846 0.03909
C -1.84891 -0.22480 -1.42394
C 1.80275 -1.03099 -0.26200
N 2.61564 -1.85179 -0.32611
H 2.00052 1.72806 -0.43762
H 1.75706 1.24760 1.25479
H 0.44692 2.04720 0.35856
H -0.33734 -0.17679 1.71274
H -0.42798 -1.63343 0.72287
H -2.59944 -0.74758 0.29653
H -2.07267 0.92304 0.38288
H -1.27809 -1.15441 -1.65976
H 0.36790 0.10799 -1.21568
```

E_tot: -7853.651 eV
ΔE to the lowest compared entry with this formula, charge and spin: 104.0 kcal per mole
HOMO energy (spin up / spin down): -9.13 / -9.13 eV


This record from the OMol25 dataset describes the ion C5H13N2 with charge +2 at a distorted geometry. The level of theory is ωB97M-V/def2-TZVPD.

Structure (XYZ):
```
20
Properties=species:S:1:pos:R:3
C -0.70545 1.46483 -0.81794
C 0.33563 0.52584 -1.43900
C 1.12587 -0.33870 -0.41682
N -0.74746 -2.83028 1.61302
C 0.08958 -2.32863 0.68124
C 0.37615 -0.98114 0.66033
N -0.21517 2.47734 0.22228
H -1.24427 2.08351 -1.54415
H -1.51337 0.89907 -0.33639
H 0.94195 1.18999 -2.05042
H -0.33179 -0.02771 -2.09719
H 1.56751 -1.11701 -1.05681
H 2.07559 0.10688 -0.09756
H -0.78755 -2.25890 2.46099
H -0.68920 -3.80215 1.92827
H 0.21905 -2.86383 -0.24998
H -0.32680 -0.40212 1.26904
H 0.50534 2.05911 0.81362
H -0.97965 2.92787 0.72450
H 0.30401 3.21604 -0.26701
```

E_tot: -8357.292 eV
ΔE to the lowest compared entry with this formula, charge and spin: 26.0 kcal per mole
Charge: +2
HOMO energy (spin up / spin down): -18.61 / -20.38 eV
Multiplicity: 2


This record from the OMol25 dataset describes a cluster of 3 separate species, C38H35FNO7 in total. The level of theory is ωB97M-V/def2-TZVPD.

Structure (XYZ):
```
82
Properties=species:S:1:pos:R:3
C 3.73081 -0.71556 -1.35035
C 2.99832 -0.68295 -2.65467
O 2.52098 -1.63463 -3.21096
O 2.92486 0.57664 -3.16795
C 1.84656 0.85384 -4.06009
C 0.71027 1.53335 -3.29547
C -0.33445 0.54887 -2.79611
C -1.67851 1.25522 -2.48473
N -2.30767 0.95831 -1.12783
C -1.56503 0.04587 -0.17787
C -0.64414 -0.89655 -0.91767
C -1.35373 -2.00468 -1.69819
C -0.43420 -2.85188 -2.53546
F -1.93738 -2.78350 -0.69315
O 0.24428 -0.11840 -1.68720
H 4.18727 0.24166 -1.11414
H 3.01679 -0.99856 -0.57588
H 4.49703 -1.48954 -1.39330
H 1.52121 -0.07455 -4.53353
H 2.22417 1.50650 -4.84526
H 0.23618 2.27671 -3.94368
H 1.11647 2.06774 -2.43075
H -0.52669 -0.17449 -3.59745
H -1.57675 2.33663 -2.55270
H -2.41876 0.95363 -3.22282
H -3.23547 0.56860 -1.28864
H -2.46586 1.84267 -0.64696
H -0.97168 0.67915 0.47921
H -2.29823 -0.48565 0.42867
H -0.05672 -1.39424 -0.14207
H -2.20398 -1.62360 -2.28263
H 0.40097 -3.21011 -1.93287
H -0.99022 -3.71186 -2.90969
H -0.02681 -2.30782 -3.38584
C -4.50021 -3.71400 6.96873
C -5.21701 -4.86899 7.26085
C -5.36980 -5.85489 6.30064
C -4.81002 -5.68815 5.04016
C -4.09849 -4.52342 4.74246
C -3.94307 -3.54073 5.71331
C -3.50936 -4.30548 3.39275
O -2.89399 -3.29128 3.12533
C -3.71308 -5.37236 2.37055
C -3.19631 -5.17973 1.09589
C -3.37079 -6.14917 0.12387
C -4.05567 -7.32220 0.42491
C -4.57002 -7.52072 1.69547
C -4.40447 -6.54534 2.67144
C -4.98076 -6.77263 4.02971
O -5.56476 -7.79830 4.29802
H -4.37755 -2.94865 7.72366
H -5.65566 -4.99980 8.24116
H -5.91938 -6.76187 6.51185
H -3.38302 -2.64861 5.46931
H -2.65814 -4.26765 0.88813
H -2.96955 -5.99671 -0.86994
H -4.18640 -8.08336 -0.33293
H -5.10434 -8.42623 1.94838
C 5.39896 5.00739 -4.09122
C 4.57610 3.91347 -3.84139
C 3.84869 3.85249 -2.66574
C 3.94276 4.87518 -1.73223
C 4.78139 5.96230 -1.97403
C 5.50387 6.02726 -3.15939
C 4.92520 7.05872 -0.97163
O 5.64350 8.00935 -1.18178
C 4.15336 6.93351 0.30002
C 4.30319 7.91516 1.27119
C 3.59145 7.83034 2.45608
C 2.72200 6.76772 2.67469
C 2.56840 5.78636 1.71045
C 3.28528 5.86119 0.52168
C 3.11747 4.78724 -0.49414
O 2.32997 3.87281 -0.33005
H 5.96750 5.05843 -5.01032
H 4.51503 3.10563 -4.55957
H 3.22203 3.00125 -2.43859
H 6.14513 6.88049 -3.33322
H 4.98085 8.73650 1.08287
H 3.71340 8.59368 3.21296
H 2.16641 6.70607 3.60109
H 1.90002 4.95091 1.86654
```

E_tot: -58508.850 eV
ΔE to the lowest compared entry with this formula, charge and spin: 0.0 kcal per mole
Charge: +1
HOMO energy: -11.34 eV


This record from the OMol25 dataset describes a structure of composition C21H25N3OSbSr. The level of theory is ωB97M-V/def2-TZVPD.

Structure (XYZ):
```
52
Properties=species:S:1:pos:R:3
Sr 0.04483 -0.40218 0.30784
C 3.26175 -1.54207 -0.31854
C 3.03361 -0.63687 -1.49528
C 3.92597 -0.56536 -2.55789
C 3.64352 0.27137 -3.61966
C 2.48041 1.02925 -3.59388
C 1.63134 0.91682 -2.50230
N 1.91018 0.09521 -1.47850
Sb -0.09158 2.23133 -2.54373
C -0.07350 2.99990 -0.51640
C -0.10048 4.38395 -0.42672
C -0.08959 4.97269 0.82996
C -0.05263 4.16691 1.94983
C -0.02757 2.78536 1.79612
C 0.00639 1.85526 2.97381
N -0.03862 2.22207 0.57699
C -1.72517 0.81114 -2.44317
C -2.62099 0.86930 -3.50149
C -3.72542 0.02853 -3.49124
C -3.90633 -0.83303 -2.42679
C -2.97418 -0.84376 -1.39690
C -3.10799 -1.75180 -0.20773
N -1.90504 -0.03360 -1.41678
H 4.26348 -1.96474 -0.33077
H 2.55340 -2.37515 -0.32549
H 3.13040 -1.00232 0.62133
H 4.82733 -1.16239 -2.54371
H 4.32299 0.34155 -4.45905
H 2.24184 1.70320 -4.40602
H -0.12956 4.99170 -1.32139
H -0.11024 6.05029 0.92825
H -0.04356 4.59418 2.94301
H 0.03025 2.40628 3.91079
H 0.88232 1.20444 2.93546
H -0.87088 1.20515 2.98103
H -2.46194 1.56320 -4.31627
H -4.43850 0.05252 -4.30498
H -4.75996 -1.49539 -2.38542
H -4.00547 -2.36190 -0.27272
H -3.15753 -1.17212 0.71619
H -2.25361 -2.42939 -0.12767
C 1.17225 -3.56052 2.93920
C 0.19341 -2.41942 3.19748
C -1.19290 -2.95908 3.53415
O 0.13166 -1.57269 2.09254
H 1.26958 -4.21457 3.80742
H 2.15908 -3.16255 2.69531
H 0.81679 -4.15652 2.09375
H 0.55548 -1.85491 4.07225
H -1.56581 -3.55060 2.69303
H -1.88484 -2.13426 3.71338
H -1.17441 -3.59443 4.42137
```

E_tot: -36070.554 eV
Charge: +1
HOMO energy: -11.02 eV